{"formula": "C19H41NOP2RuSi", "method": "ωB97M-V/def2-TZVPD", "species": ["H", "C", "H", "H", "H", "C", "H", "H", "H", "H", "H", "H", "C", "N", "H", "C", "H", "C", "C", "H", "H", "H", "H", "H", "H", "C", "H", "H", "Si", "P", "C", "H", "C", "H", "C", "C", "O", "H", "H", "H", "C", "H", "H", "C", "H", "H", "C", "C", "C", "H", "H", "H", "H", "C", "C", "H", "H", "C", "H", "H", "H", "H", "H", "P", "Ru", "H"], "xyz": [[1.388706, 2.833786, -2.788115], [-1.387179, 3.556699, -1.490044], [-0.129337, -0.504874, 3.008501], [-2.588831, -2.746764, 0.674321], [-1.459614, -3.917834, 1.394080], [0.999647, -0.243982, 0.787983], [-2.354508, 2.571104, -4.121203], [-0.684653, 3.873513, -0.713432], [-1.946201, 0.834405, -4.111543], [0.807626, 1.688872, -4.016291], [-2.366949, 3.402399, -1.025379], [-1.394405, -3.571975, -0.351780], [3.142970, -1.312962, 3.543645], [-1.429540, -1.098270, -2.011925], [4.284187, 1.428294, 3.623093], [-1.477752, -2.485492, -3.957113], [-0.582068, -2.160323, 3.343680], [-0.748678, -1.322441, 2.655075], [-3.516432, -2.016963, -2.670548], [2.057422, -2.042552, 1.350621], [2.098882, -0.302672, 0.456095], [1.534868, 3.397303, -0.480288], [0.794171, -0.344478, 5.094088], [-1.729336, -3.751540, -5.671194], [2.820279, 2.873250, 0.619103], [-2.192902, 1.694355, -3.478070], [4.407102, 0.953764, 1.898596], [2.073125, 1.706144, -0.493650], [2.370875, 0.361894, 3.311970], [-0.843585, 1.988793, -2.263291], [-3.601706, -3.429034, -4.633582], [-1.477098, 4.358311, -2.236786], [0.846260, 2.322208, 1.146509], [1.147218, 0.172295, 1.929597], [-2.224257, -3.262739, -4.826240], [3.764875, 1.405325, 2.657809], [-0.135626, 1.491131, 0.917362], [3.896586, -1.558106, 2.767302], [1.509216, 1.266723, 5.249786], [0.214419, 3.366119, -4.016484], [1.026029, 0.578666, 4.560623], [2.410055, -2.126663, 3.724357], [0.946239, 3.866528, 2.497617], [1.233356, -2.693523, 1.059605], [-3.125129, 1.473139, -2.945088], [-4.179001, -4.044942, -5.323352], [-4.237230, -2.803114, -3.553584], [-2.109420, -1.839694, -2.846899], [0.883357, 2.795033, 2.536556], [1.791668, 2.488882, 3.073229], [1.183223, -3.478507, 1.809535], [3.613982, -0.961262, 4.475636], [1.474197, -3.081699, 0.069883], [0.515821, 2.527352, -3.373827], [1.887517, 2.577864, 0.142839], [3.573795, 2.440439, 2.367062], [-3.983687, -1.510579, -1.819945], [-1.552626, -3.118452, 0.637288], [1.012512, -0.014575, -0.920433], [-1.774001, -0.955592, 2.751631], [-0.399645, -2.337714, -4.076336], [0.062981, 1.024319, 4.295410], [0.016029, 2.463146, 3.101158], [-0.291520, -1.722522, 0.930160], [-0.554147, -0.087726, -0.844194], [-5.312131, -2.932488, -3.401188]], "forces_ev_per_angstrom": [[-0.118, -0.091, -0.091], [-0.043, 0.227, -0.083], [-0.194, -0.260, -0.146], [0.439, 0.150, -0.053], [0.035, 0.204, -0.150], [2.877, 0.552, -0.329], [0.063, -0.134, 0.142], [-0.135, -0.069, -0.095], [-0.022, 0.106, 0.234], [-0.057, 0.091, 0.193], [0.188, -0.014, -0.016], [0.022, 0.268, 0.203], [-0.079, 0.302, 0.192], [0.027, 0.244, -0.648], [1.017, 0.451, -0.268], [-0.096, 0.044, 0.162], [-0.189, -0.074, -0.318], [-0.040, 0.407, 0.326], [0.033, -0.107, -0.182], [-0.136, -0.368, -0.007], [-1.412, -0.181, 0.502], [0.187, 0.175, -0.281], [0.371, -0.053, -0.035], [-0.193, 0.153, 0.274], [-0.042, 0.199, -0.125], [0.005, 0.241, -0.066], [-0.295, -0.363, 0.239], [-0.307, 0.189, 0.141], [-1.479, -1.771, -2.923], [0.025, -1.007, -0.018], [-0.084, -0.084, -0.085], [0.011, -0.179, 0.135], [-4.032, -3.613, 0.123], [0.201, -0.568, -0.918], [0.037, 0.036, -0.032], [0.329, 0.803, 1.233], [2.254, 4.684, 0.517], [-0.438, 0.056, 0.668], [-0.398, 0.212, 0.895], [0.017, -0.145, 0.142], [0.354, 0.825, 1.423], [0.665, 0.531, -0.003], [-0.152, 0.925, 0.318], [0.587, -0.587, 0.141], [0.231, -0.043, -0.071], [0.151, 0.157, 0.174], [0.004, 0.012, 0.078], [-0.841, -0.701, -0.577], [0.546, 0.775, 0.503], [-0.409, 0.541, -0.182], [-0.248, -0.406, -0.106], [0.554, -1.154, 0.187], [-0.060, -0.234, 0.042], [0.002, 0.189, -0.119], [0.390, 0.399, -0.234], [0.055, -0.289, 0.246], [0.118, -0.210, -0.329], [0.201, -0.390, 0.297], [-0.096, -0.018, -1.120], [-0.044, -0.345, -0.210], [-0.401, -0.100, -0.003], [0.473, -0.123, -0.250], [0.016, 0.301, -0.381], [-1.649, -0.478, -1.183], [0.889, -0.302, 2.001], [0.318, 0.014, -0.091]], "multiplicity": 5, "orbital_gap_ev": [4.959, 6.001], "e_homo_ev": [-4.6, -5.9], "e_lumo_ev": [0.31, 0.07], "e_tot_ha": -1945.22738}